Entry 1
DFT (ωB97M-V with the def2-TZVPD basis set) results for a cluster of 2 separate species, C3H12N2 in total.

Structure (ORCA input):
```
! wB97M-V def2-TZVPD RIJCOSX def2/J DEFGRID3
* xyz 0 1
N -2.84 -1.55 0.92
N -2.86 -0.25 -1.12
C 4.44 2.11 0.72
C -2.67 -1.58 -0.55
C 3.53 1.17 -0.08
H 4.28 1.97 1.79
H -2.03 -1.09 1.36
H 2.48 1.30 0.17
H -3.54 0.20 -0.51
H -3.47 -2.22 -0.92
H 3.79 0.17 0.27
H 3.71 1.20 -1.14
H -1.68 -1.95 -0.82
H 4.23 3.16 0.49
H -2.02 0.31 -0.96
H -2.82 -2.49 1.31
H 5.48 1.93 0.48
*
```

Summary:
Orbital gap in Ha: 0.3783
SMILES string: NCN.CC

Entry 2
DFT (ωB97M-V with the def2-TZVPD basis set) results for a cluster of 2 separate species, C3H12N2 in total.

Structure (ORCA input):
```
! wB97M-V def2-TZVPD RIJCOSX def2/J DEFGRID3
* xyz 0 1
N -2.19 -0.21 0.98
N 0.62 0.51 -1.24
C 0.91 -0.44 -2.32
C 1.68 0.64 -0.24
C -1.24 -0.16 2.13
H -3.01 -0.73 1.30
H 1.91 1.68 -0.03
H -0.58 0.69 2.03
H 1.51 0.09 0.69
H 0.62 0.01 -3.28
H 0.34 -1.37 -2.22
H -0.70 -1.11 2.15
H -1.78 -0.07 3.07
H 2.66 0.29 -0.62
H 1.96 -0.69 -2.40
H -2.50 0.72 0.75
H -0.19 0.15 -0.76
*
```

Summary:
Orbital gap in Ha: 0.3521
SMILES string: CNC.CN

Stability, highest: entry 1

Entry 1
DFT (ωB97M-V with the def2-TZVPD basis set) results for a structure of composition C30H44BrHgN3P2.

Structure (ORCA input):
```
! wB97M-V def2-TZVPD RIJCOSX def2/J DEFGRID3
* xyz 2 1
Hg -0.17 -0.58 -1.90
Br 0.53 1.99 2.35
P -2.15 -1.76 0.75
P -2.93 3.14 -0.38
N 5.79 0.27 -7.39
N 1.64 -0.82 3.78
N 1.96 1.12 5.05
C 2.48 -0.17 -0.45
C -4.59 -2.69 2.14
C 3.94 -1.94 4.92
C -1.67 3.48 -2.75
C 4.53 0.70 -7.47
C -3.29 -1.91 2.22
C -1.94 -3.23 -1.65
C 5.41 -0.41 -5.13
C 3.64 0.60 -6.39
C -1.38 2.93 -1.37
C -3.53 1.39 -0.15
C 1.91 1.61 1.12
C 3.29 0.22 -3.96
C 3.54 -0.67 5.29
C 2.11 0.23 0.85
C 2.38 -0.14 4.67
C -2.41 4.85 1.93
C 2.66 0.80 -1.45
C 2.86 0.38 -2.81
C -2.24 3.44 1.32
C 6.23 -0.27 -6.25
C -2.97 -2.53 -0.78
C -1.46 -4.48 1.40
C 4.10 0.12 -5.16
C -0.96 -3.04 1.34
C 3.16 -2.66 3.99
C 2.17 2.59 0.13
C -5.05 1.29 -0.30
C 2.00 -2.07 3.48
C 2.61 2.18 -1.13
H 1.49 1.64 4.28
H -3.75 -3.21 -0.42
H 5.81 -0.91 -4.25
H -0.69 -2.71 2.36
H 2.85 2.92 -1.89
H -5.07 -2.59 3.12
H -0.74 3.60 -3.32
H -1.84 5.63 1.41
H -1.09 1.88 -1.48
H 1.88 3.63 0.34
H -3.39 -1.67 -1.34
H 3.43 -3.66 3.62
H -2.13 -4.64 2.25
H 4.85 -2.38 5.34
H 2.66 1.66 5.53
H -0.58 -5.12 1.55
H -4.42 -3.75 1.97
H -2.71 2.72 2.00
H -2.30 2.79 -3.32
H 1.69 -0.46 1.56
H -5.42 1.94 -1.11
H -0.88 -2.95 -1.47
H -3.50 -0.87 2.51
H -1.17 3.21 1.25
H -3.05 0.77 -0.90
H -5.28 -2.30 1.39
H -5.34 0.26 -0.56
H -5.59 1.54 0.63
H 2.61 0.92 -6.54
H -3.47 5.18 1.98
H -0.56 3.45 -0.88
H 4.21 1.13 -8.43
H 7.27 -0.62 -6.22
H 2.73 -1.21 -0.63
H -2.17 4.46 -2.71
H -0.06 -2.96 0.73
H -2.09 -3.00 -2.71
H 4.04 -0.03 6.02
H 1.38 -2.65 2.79
H -3.22 1.02 0.83
H -2.04 4.82 2.96
H -1.97 -4.80 0.49
H -1.95 -4.32 -1.56
H -2.65 -2.33 3.01
*
```

Summary:
Orbital gap (alpha / beta) in Ha: 0.1120 / 0.0998

Entry 2
DFT (ωB97M-V with the def2-TZVPD basis set) results for a structure of composition C30H44BrHgN3P2.

Structure (ORCA input):
```
! wB97M-V def2-TZVPD RIJCOSX def2/J DEFGRID3
* xyz 2 1
Hg -0.80 -0.17 1.14
Br -2.88 -1.06 2.05
P 1.41 -0.33 0.04
P -2.07 -1.94 -1.45
N -0.03 -0.57 3.70
N 0.01 -2.13 7.50
N 3.96 4.11 -2.67
C 2.87 3.97 -3.42
C 1.62 4.42 -3.01
C -1.24 -3.88 -3.35
C -3.17 -3.32 -0.91
C -3.27 1.98 0.38
C -2.49 1.55 1.45
C 1.56 0.09 -1.75
C 3.89 4.75 -1.51
C 0.21 4.94 -1.15
C 0.04 -1.90 3.88
C 2.37 0.92 0.99
C 2.69 5.25 -1.00
C 3.31 -2.36 -0.51
C 2.08 -2.04 0.34
C -3.46 -1.01 -3.77
C -0.06 -1.62 6.25
C -3.08 -0.67 -2.33
C 3.85 0.55 1.06
C 2.97 0.52 -2.16
C -4.53 -3.41 -1.60
C -2.80 3.19 -0.17
C -0.24 0.23 4.74
C -1.85 2.39 2.33
C -0.85 -2.61 -2.63
C 0.16 -2.47 5.14
C -0.34 -0.25 6.05
C -0.80 4.61 -0.54
C 1.51 4.97 -1.72
C -1.63 3.79 0.34
C -1.24 3.48 1.67
H 1.20 -0.75 -2.38
H -3.98 -0.50 -1.72
H 0.42 -3.51 5.29
H -2.14 -3.76 -3.95
H -2.61 -1.16 -4.44
H 2.21 1.92 0.56
H 4.39 1.26 1.69
H 3.97 -0.44 1.52
H 2.69 5.71 -0.01
H -4.46 -3.75 -2.64
H -2.61 -4.25 -1.06
H -0.58 0.39 6.88
H 2.29 -2.18 1.41
H -0.60 -1.81 -3.33
H 1.94 0.93 2.01
H -5.10 -2.47 -1.57
H 0.75 4.20 -3.63
H 3.07 -2.32 -1.57
H -4.05 1.39 -0.10
H 3.71 -0.28 -2.05
H 0.28 -3.10 7.65
H -3.26 3.55 -1.10
H -0.45 4.05 2.21
H -0.35 1.31 4.56
H 4.35 0.56 0.08
H 4.16 -1.69 -0.31
H 3.30 1.40 -1.60
H -1.76 2.27 3.44
H -3.32 -3.15 0.18
H -4.11 -1.89 -3.83
H 0.00 -2.55 3.01
H 0.86 0.94 -1.92
H 3.67 -3.37 -0.29
H 4.82 4.85 -0.94
H -4.03 -0.17 -4.19
H -1.38 -4.72 -2.68
H 0.04 -2.79 -2.01
H -0.16 -1.59 8.32
H -0.44 -4.15 -4.04
H 1.27 -2.74 0.08
H -5.13 -4.17 -1.06
H 3.00 0.84 -3.21
H -2.48 0.26 -2.31
H 2.96 3.45 -4.37
*
```

Summary:
Orbital gap (alpha / beta) in Ha: 0.2605 / 0.1400

Stability, highest: entry 2

Entry 1
DFT (ωB97M-V with the def2-TZVPD basis set) results for a cluster of 2 separate species, C2H8NO2 in total.

Structure (ORCA input):
```
! wB97M-V def2-TZVPD RIJCOSX def2/J DEFGRID3
* xyz -1 1
O -1.91 -0.07 -1.48
O 2.22 -1.68 0.44
N -0.33 -0.25 0.33
C -0.58 -0.17 -1.20
C -0.51 1.10 0.86
H -0.67 1.02 1.94
H 0.36 1.75 0.73
H -1.20 -0.71 0.56
H -0.06 0.75 -1.54
H -1.35 1.65 0.42
H -0.24 -1.13 -1.64
H 2.83 -1.15 -0.06
H 1.44 -1.11 0.64
*
```

Summary:
Orbital gap in Ha: 0.2503

Entry 2
DFT (ωB97M-V with the def2-TZVPD basis set) results for a cluster of 2 separate species, C2H8NO2 in total.

Structure (ORCA input):
```
! wB97M-V def2-TZVPD RIJCOSX def2/J DEFGRID3
* xyz -1 1
O -1.76 -0.46 0.70
O 0.55 -0.81 -0.13
N 2.18 0.53 -1.24
C -1.77 0.57 1.65
C 0.80 -0.03 -1.22
H 0.70 -0.60 -2.17
H 2.73 -0.27 -0.93
H -0.86 1.19 1.59
H 2.21 1.14 -0.42
H 0.12 0.84 -1.33
H -0.78 -0.63 0.31
H -2.59 1.25 1.40
H -1.78 0.16 2.67
*
```

Summary:
Orbital gap in Ha: 0.2919

Stability, highest: entry 2

Entry 1
DFT (ωB97M-V with the def2-TZVPD basis set) results for the molecule C2H5NO.

Structure (ORCA input):
```
! wB97M-V def2-TZVPD RIJCOSX def2/J DEFGRID3
* xyz 0 3
O 1.64 0.66 0.03
N 1.31 -0.76 0.23
C -0.92 0.24 0.08
C 0.32 -0.14 -0.63
H -1.16 -0.51 0.98
H -0.65 1.30 0.55
H 0.31 -0.15 -1.75
H -1.86 0.35 -0.64
H 1.01 -1.00 1.15
*
```

Summary:
Orbital gap (alpha / beta) in Ha: 0.2332 / 0.3376

Entry 2
DFT (ωB97M-V with the def2-TZVPD basis set) results for the molecule C2H5NO.

Structure (ORCA input):
```
! wB97M-V def2-TZVPD RIJCOSX def2/J DEFGRID3
* xyz 0 3
O -0.85 1.42 2.57
N -0.54 1.10 1.37
C 0.13 -0.31 -0.52
C -0.05 -0.08 0.97
H -0.83 -0.61 -1.00
H -0.57 1.84 0.73
H 0.11 -0.87 1.59
H 0.58 0.66 -0.92
H 0.76 -1.09 -0.64
*
```

Summary:
Orbital gap (alpha / beta) in Ha: 0.2717 / 0.3495

Stability, highest: entry 2

Entry 1
DFT (ωB97M-V with the def2-TZVPD basis set) results for a structure of composition C5H7OP.

Structure (ORCA input):
```
! wB97M-V def2-TZVPD RIJCOSX def2/J DEFGRID3
* xyz 0 1
P -1.27 0.47 -0.15
O -1.48 -0.97 0.02
C 0.74 -0.64 -1.10
C 0.93 0.58 0.90
C 0.76 -0.76 1.16
C 0.51 -1.48 -0.07
C 0.63 0.70 -0.54
H 0.89 1.48 1.48
H -1.82 1.15 -1.26
H 0.89 -1.03 2.28
H 0.98 -0.80 -2.15
H -1.88 1.22 0.79
H 0.63 1.65 -1.07
H 0.27 -2.49 -0.15
*
```

Summary:
Orbital gap in Ha: 0.3302

Entry 2
DFT (ωB97M-V with the def2-TZVPD basis set) results for the molecule C5H7OP.

Structure (ORCA input):
```
! wB97M-V def2-TZVPD RIJCOSX def2/J DEFGRID3
* xyz 0 1
P -0.15 -1.46 -0.05
O 2.64 -0.61 -0.04
C -1.90 -0.95 -0.06
C 1.80 0.54 -0.01
C 0.39 0.21 0.09
C -1.98 0.40 -0.06
C -0.78 1.09 0.02
H -2.88 0.95 -0.06
H -0.74 2.22 0.05
H 2.22 1.02 0.96
H -0.08 -1.78 1.35
H 1.84 1.05 -0.95
H -2.57 -1.58 -0.44
H 2.21 -1.10 -0.79
*
```

Summary:
Orbital gap in Ha: 0.3125
SMILES string: OCC1=[PH]=CC=C1

Stability, highest: entry 2

Entry 1
DFT (ωB97M-V with the def2-TZVPD basis set) results for a cluster of 2 separate species, C2H3Cl2NO in total.

Structure (ORCA input):
```
! wB97M-V def2-TZVPD RIJCOSX def2/J DEFGRID3
* xyz 0 1
Cl 3.55 -0.44 0.76
Cl -1.74 -0.88 -1.60
O -2.39 1.11 1.36
N -1.61 0.56 0.67
C 0.50 -0.15 -0.24
C -0.99 -0.11 -0.20
H 0.77 0.92 -0.62
H 0.99 -0.16 0.83
H 0.93 -0.86 -0.94
*
```

Summary:
Orbital gap (alpha / beta) in Ha: 0.1090 / 0.1037

Entry 2
DFT (ωB97M-V with the def2-TZVPD basis set) results for a cluster of 2 separate species, C2H3Cl2NO in total.

Structure (ORCA input):
```
! wB97M-V def2-TZVPD RIJCOSX def2/J DEFGRID3
* xyz 0 1
Cl 1.73 0.68 -1.19
Cl 0.56 1.98 1.14
O -0.66 -2.03 0.38
N -0.95 0.96 -0.73
C 0.31 0.87 -0.14
C 0.39 -1.52 0.66
H 1.26 -2.08 1.02
H -1.50 1.12 0.04
H -1.15 0.01 -1.19
*
```

Summary:
Orbital gap (alpha / beta) in Ha: 0.3107 / 0.2894

Stability, highest: entry 2

Entry 1
DFT (ωB97M-V with the def2-TZVPD basis set) results for the molecule C3H4O3S.

Structure (ORCA input):
```
! wB97M-V def2-TZVPD RIJCOSX def2/J DEFGRID3
* xyz 0 1
S -2.20 2.79 0.85
O -1.15 3.02 -0.32
O -3.55 2.57 0.44
O -1.56 1.33 1.40
C -0.46 1.84 -0.60
C 0.10 -0.46 0.36
C -0.54 0.85 0.27
H -0.45 -1.37 0.21
H 0.06 1.79 -1.49
H 0.51 -0.55 1.46
H 0.96 -0.48 -0.30
*
```

Summary:
Orbital gap in Ha: 0.3806

Entry 2
DFT (ωB97M-V with the def2-TZVPD basis set) results for a structure of composition C3H4O3S.

Structure (ORCA input):
```
! wB97M-V def2-TZVPD RIJCOSX def2/J DEFGRID3
* xyz 0 1
S -1.26 0.65 0.34
O -1.21 1.92 -0.35
O -0.70 0.63 1.63
O -2.40 -0.20 0.12
C 0.36 0.15 -0.74
C 0.28 -1.12 -0.29
C 1.41 -0.37 0.22
H 0.33 0.81 -1.52
H 2.33 -0.55 -0.16
H -0.47 -2.00 -0.43
H 1.33 0.09 1.17
*
```

Summary:
Orbital gap in Ha: 0.3357

Stability, highest: entry 1

Entry 1
DFT (ωB97M-V with the def2-TZVPD basis set) results for a cluster of 2 separate species, C2H10N2O in total.

Structure (ORCA input):
```
! wB97M-V def2-TZVPD RIJCOSX def2/J DEFGRID3
* xyz -1 2
O -5.10 -1.79 -0.59
N 0.15 -0.67 -1.08
N 2.17 1.42 1.37
C 1.46 1.11 0.10
C 1.04 -0.34 0.05
H -0.86 -0.62 -0.95
H 2.12 1.33 -0.72
H 0.58 1.71 0.06
H 2.13 2.38 1.66
H -4.32 -2.41 -0.53
H -5.16 -1.59 0.35
H 3.11 1.13 1.23
H 0.23 0.00 -1.82
H 0.46 -0.70 0.91
H 1.98 -0.97 -0.05
*
```

Summary:
Orbital gap (alpha / beta) in Ha: 0.0838 / 0.3404

Entry 2
DFT (ωB97M-V with the def2-TZVPD basis set) results for a cluster of 2 separate species, C2H10N2O in total.

Structure (ORCA input):
```
! wB97M-V def2-TZVPD RIJCOSX def2/J DEFGRID3
* xyz -1 2
O -2.34 1.96 1.51
N 0.20 1.08 -0.36
N 0.77 -1.83 0.67
C 0.96 -0.01 -0.99
C 0.31 -1.32 -0.64
H 0.94 0.20 -2.07
H 0.72 1.93 -0.19
H -0.12 0.83 0.57
H -2.10 1.98 0.57
H 2.01 0.03 -0.70
H -0.75 -1.15 -0.57
H 0.45 -2.07 -1.42
H -2.55 2.90 1.68
H 0.00 -2.02 1.29
H 1.50 -2.51 0.65
*
```

Summary:
Orbital gap (alpha / beta) in Ha: 0.0900 / 0.3425

Stability, highest: entry 2

Entry 1
DFT (ωB97M-V with the def2-TZVPD basis set) results for the molecule C3H3OPS.

Structure (ORCA input):
```
! wB97M-V def2-TZVPD RIJCOSX def2/J DEFGRID3
* xyz 0 1
S -2.48 -0.71 0.57
P -1.19 0.41 -0.67
O -0.66 -2.43 -0.48
C 1.42 0.88 -0.13
C -1.12 -1.31 -0.39
C 0.25 0.50 0.44
H 2.26 1.09 0.40
H 1.59 1.01 -1.15
H -0.06 0.57 1.42
*
```

Summary:
Orbital gap in Ha: 0.3390
SMILES string: C=CP1SC1=O

Entry 2
DFT (ωB97M-V with the def2-TZVPD basis set) results for the molecule C3H3OPS.

Structure (ORCA input):
```
! wB97M-V def2-TZVPD RIJCOSX def2/J DEFGRID3
* xyz 0 1
S -3.52 -1.24 0.39
P -2.40 0.70 0.67
O -5.01 0.74 -0.87
C -4.12 0.24 -0.27
C 0.32 -0.27 -0.08
C -0.44 0.71 0.36
H -0.22 -1.17 -0.04
H 1.45 -0.17 -0.08
H -0.32 1.82 0.58
*
```

Summary:
Orbital gap in Ha: 0.2872
SMILES string: C=CP1SC1=O

Stability, highest: entry 1